This record from the Open Molecules 2025 dataset describes a 2-piece molecular cluster, C4H14N overall at a distorted geometry. The level of theory is the ωB97M-V functional and the def2-TZVPD basis.

Last columns: bonded neighbours and bond lengths (Å).
CARTESIAN COORDINATES (ANGSTROEM)
1 N -2.04 0.11 0.59  H2 1.032, H8 1.041, H9 1.020, C15 1.491
2 H -2.44 0.83 1.21  N1 1.032
3 H -2.35 -0.41 -1.44  C15 1.079
4 H 2.01 1.28 1.20  C12 1.118
5 H 0.78 0.19 1.29  C12 1.113
6 H 1.27 -1.49 0.81  C18 1.123
7 H -1.91 1.32 -1.22  C15 1.084
8 H -1.00 0.13 0.62  N1 1.041
9 H -2.44 -0.75 0.95  N1 1.020
10 H 0.99 0.04 -1.35  C13 1.102
11 H 3.11 -1.65 0.25  C18 1.101
12 C 1.21 0.88 0.54  H4 1.118, H5 1.113, C13 1.550, H14 1.090
13 C 1.80 0.01 -0.60  H10 1.102, C12 1.550, C18 1.515, H19 1.105
14 H 0.41 1.61 0.37  C12 1.090
15 C -2.42 0.46 -0.81  N1 1.491, H3 1.079, H7 1.084, H17 1.136
16 H 1.73 -2.23 -0.58  C18 1.140
17 H -3.53 0.72 -0.74  C15 1.136
18 C 2.07 -1.34 0.04  H6 1.123, H11 1.101, C13 1.515, H16 1.140
19 H 2.75 0.29 -1.09  C13 1.105

**Spin multiplicity**: 2
**Gap between HOMO and LUMO (alpha / beta)**: 14.1 / 7.2 eV
**Electronic energy**: -5842.866 eV
**Highest occupied orbital energy (alpha / beta)**: -0.7915 / -0.7979 hartree
**⟨S²⟩**: 0.753
**Net charge**: +2